Record 1
# C2H9NO2

2 unconnected molecules or ions with the total composition C2H9NO2 (ωB97M-V/def2-TZVPD, the Open Molecules 2025 dataset).

XYZ file:
```
14
Properties=species:S:1:pos:R:3
C 0.2634 -0.0900 -1.4713
N -0.2105 0.9513 -0.5801
C 0.7172 1.4128 0.3922
O 0.7999 0.6674 1.6439
H 0.4827 0.2815 -2.4867
H -0.4290 -0.9209 -1.4845
H 1.2624 -0.4453 -1.1823
H -1.1373 0.7485 -0.2425
H 1.7313 1.2412 0.0272
H 0.5748 2.4821 0.6219
H -0.0627 0.7599 2.0308
H -2.0697 -2.5851 1.0206
H -0.5705 -2.4306 1.0673
O -1.3519 -2.0728 0.6433
```

## Properties
total energy = -7804.3166 eV
energy relative to the best compared isomer or geometry (same formula, charge and spin) = 9.4 kcal/mol

Results of the natural (NBO) charge analysis, in e, for atoms 1 through 8: number 1, C, carries -0.414; number 2, N, carries -0.655; number 3, C, carries 0.085; number 4, O, carries -0.739; number 5, H, carries 0.178; number 6, H, carries 0.211; number 7, H, carries 0.181; number 8, H, carries 0.372

=====

Record 2
# C3H2BaO2

A molecular structure, C3H2BaO2 (ωB97M-V/def2-TZVPD, the Open Molecules 2025 dataset).

XYZ file:
```
8
Properties=species:S:1:pos:R:3
H -4.0376 -2.8822 -0.7469
O 0.1008 0.8891 0.6857
O 1.1077 -0.2624 -0.7736
C 1.4524 1.2623 0.6974
C 2.1569 0.5730 -0.2277
C -0.0417 -0.0464 -0.2063
H 1.7026 2.0526 1.3977
Ba -2.4411 -1.5859 -0.8263
```

## Properties
total energy = -7925.6801 eV
energy relative to the best compared isomer or geometry (same formula, charge and spin) = 30.4 kcal/mol

Atom-resolved charges from natural (NBO), all expressed in e: number 1, H, carries -0.846; number 2, O, carries -0.468; number 3, O, carries -0.500; number 4, C, carries -0.183; number 5, C, carries -0.124; number 6, C, carries 0.125; number 7, H, carries 0.203; number 8, Ba, carries 1.794

=====

Record 3
# C17H28F17GaN2O3P

A molecular structure, C17H28F17GaN2O3P (ωB97M-V/def2-TZVPD, the Open Molecules 2025 dataset).

XYZ file:
```
69
Properties=species:S:1:pos:R:3
C 2.2783 0.5692 1.0131
C 2.9568 -0.7211 1.4688
C 2.6538 -1.9448 0.6112
F 3.0571 -3.0730 1.3905
Ga 0.7825 -2.2782 -0.1018
O 0.9321 -3.8584 -1.1002
C -0.0517 -0.8654 -1.2935
C -1.4870 -0.4028 -0.9715
C -1.5545 0.9076 -0.1684
C -1.5046 0.7004 1.3418
N -1.3767 1.9824 2.0436
P -0.6787 -2.8665 1.7510
N -0.1280 -2.7281 3.2502
H 1.1956 0.4420 0.9536
H 2.6249 0.8826 0.0254
H 2.4878 1.3813 1.7148
H 2.6378 -0.9635 2.4885
H 4.0411 -0.5493 1.5192
H 3.3489 -1.9660 -0.2420
H 0.0710 -4.0940 -1.4384
H 0.5861 0.0243 -1.3563
H -0.0234 -1.3149 -2.2944
H -2.0136 -1.1695 -0.3869
H -2.0732 -0.2844 -1.8905
H -0.7132 1.5547 -0.4566
H -2.4629 1.4628 -0.4150
H -2.4331 0.2376 1.6862
H -0.6999 -0.0043 1.5872
H -1.3286 1.8087 3.0400
H -0.4845 2.3999 1.8031
H -1.9432 -2.2214 1.6347
H -1.2167 -4.1606 1.4895
H 0.8516 -2.4726 3.2167
C -5.5733 -0.9391 2.5505
C -6.2867 -0.7694 3.8953
C -7.7987 -0.5033 3.8773
F -8.0777 0.6720 3.2823
F -8.2489 -0.4394 5.1508
F -5.6735 0.1480 4.6581
F -6.1739 -1.9887 4.5152
O -4.9271 0.2072 2.0425
C -5.5261 1.0973 1.2156
C -5.4397 2.5202 1.7937
F -6.0388 2.5694 3.0010
F -6.0955 3.3679 0.9662
F -6.7910 0.7517 0.9173
F -4.8417 1.1329 0.0503
H -4.7660 -1.6422 2.7563
H -6.2433 -1.3920 1.8187
H -8.3229 -1.3090 3.3583
H -4.3917 2.8164 1.8788
C 6.5489 0.4959 -2.8122
C 5.1019 0.6318 -2.3280
C 4.0377 -0.2243 -3.0269
F 3.9604 0.1074 -4.3349
F 2.8488 0.0057 -2.4516
F 4.7274 1.9240 -2.3156
F 5.1191 0.1792 -1.0379
O 6.9951 1.4929 -3.7165
C 6.9229 1.3542 -5.0621
C 6.1572 2.5192 -5.7144
F 4.9071 2.5942 -5.2331
F 6.0914 2.3041 -7.0477
F 6.4270 0.1685 -5.4394
F 8.1911 1.4264 -5.5576
H 7.1527 0.6478 -1.9191
H 6.7310 -0.5107 -3.1871
H 4.2806 -1.2860 -2.9338
H 6.6840 3.4554 -5.5238
```

## Properties
total energy = -135069.5126 eV
charge = -1

Results of the Löwdin charge analysis, in e, for atoms 1 through 8: number 1, C, carries -0.106; number 2, C, carries -0.264; number 3, C, carries -0.347; number 4, F, carries -0.132; number 5, Ga, carries 0.342; number 6, O, carries -0.299; number 7, C, carries -0.252; number 8, C, carries -0.292